(1)
A structure of composition C12H30MoN6SSe, computed with wB97M-V/def2-TZVPD.

Element x y z (Å)
Mo: -0.614 0.048 0.143
C: 1.600 2.652 -1.512
C: 0.559 2.988 -0.429
N: -0.677 2.175 -0.284
C: -1.676 2.465 -1.336
C: -2.734 1.381 -1.323
N: -2.000 0.084 -1.500
C: -2.905 -1.094 -1.534
C: -2.239 -2.493 -1.729
C: -1.301 -2.990 -0.633
N: -0.100 -2.111 -0.425
C: 0.845 -2.257 -1.541
C: 1.917 -1.188 -1.618
N: 1.269 0.152 -1.452
C: 2.264 1.254 -1.410
H: 2.450 3.318 -1.353
H: 1.234 2.836 -2.532
H: 0.264 4.059 -0.511
H: 1.072 2.917 0.532
H: -1.114 2.546 0.594
H: -1.188 2.479 -2.298
H: -2.106 3.422 -1.081
H: -3.409 1.503 -2.168
H: -3.277 1.334 -0.311
H: -1.639 0.165 -2.472
H: -3.655 -0.898 -2.331
H: -3.449 -1.034 -0.586
H: -1.837 -2.550 -2.791
H: -3.072 -3.157 -1.738
H: -0.894 -3.925 -1.025
H: -1.808 -3.143 0.286
H: 0.470 -2.429 0.378
H: 0.294 -2.283 -2.546
H: 1.389 -3.202 -1.477
H: 2.455 -1.212 -2.608
H: 2.722 -1.268 -0.856
H: 0.827 0.275 -2.389
H: 2.980 1.208 -2.263
H: 2.838 1.184 -0.500
C: 1.232 -1.266 5.364
N: 1.571 -1.101 3.900
C: 1.615 0.028 3.254
N: 1.897 1.190 3.851
S: 1.528 0.010 1.468
H: 2.086 -0.875 5.950
H: 1.072 -2.302 5.625
H: 0.284 -0.645 5.633
H: 1.429 -1.956 3.404
H: 1.815 1.279 4.855
H: 1.640 2.082 3.347
Se: -1.926 0.347 1.976

## Properties
- Multiplicity: 1
- Highest occupied orbital energy (alpha / beta): -23.05 / -23.04 eV
- Net charge: +4
- E_tot: -3669.99369 a.u.
- Energy relative to the best compared isomer or geometry (same formula, charge and spin): 22.9 kcal per mole

Atom charges from the Mulliken analysis, given in e for atoms 1 to 2: number 1, Mo, carries 0.462; number 2, C, carries -0.797


(2)
A cluster of 2 separate species, C12H30N3OSi in total, computed with wB97M-V/def2-TZVPD.

Element x y z (Å)
C: 3.626 1.538 -0.378
Si: 2.665 1.349 -2.040
C: 2.980 -0.415 -2.675
C: 3.580 2.525 -3.266
N: 0.996 1.893 -1.914
C: 0.676 3.314 -1.780
O: -0.336 3.623 -2.752
C: -1.484 2.884 -2.365
N: -1.327 1.417 -2.482
C: -0.042 0.993 -1.919
N: -0.009 -0.237 -1.408
H: 3.475 2.583 0.001
H: 4.719 1.455 -0.642
H: 3.327 0.785 0.392
H: 2.780 -0.431 -3.787
H: 4.084 -0.599 -2.543
H: 2.440 -1.231 -2.138
H: 3.174 2.357 -4.299
H: 3.459 3.588 -2.940
H: 4.671 2.258 -3.203
H: 0.225 3.477 -0.757
H: 1.519 4.028 -1.900
H: -1.791 3.097 -1.299
H: -2.336 3.248 -3.002
H: -1.402 1.092 -3.450
H: -0.429 -0.968 -1.982
H: 0.338 -0.463 -0.480
C: -0.620 -3.791 3.965
C: -0.916 -2.297 3.934
C: -2.407 -1.976 3.833
C: -3.099 -2.475 2.562
C: -2.496 -1.972 1.251
C: -2.569 -0.457 1.094
H: -0.934 -4.285 3.043
H: 0.453 -3.962 4.080
H: -1.128 -4.272 4.803
H: -0.367 -1.830 3.110
H: -0.529 -1.847 4.853
H: -2.539 -0.892 3.917
H: -2.922 -2.408 4.696
H: -4.153 -2.180 2.603
H: -3.096 -3.569 2.551
H: -3.040 -2.434 0.421
H: -1.455 -2.302 1.157
H: -3.603 -0.110 1.148
H: -2.165 -0.159 0.123
H: -1.992 0.057 1.866

## Properties
- Multiplicity: 1
- Highest occupied orbital energy: -13.14 eV
- Net charge: +1
- E_tot: -1004.00360 a.u.

Atom charges from the Mulliken analysis, given in e for atoms 1 to 2: number 1, C, carries -0.948; number 2, Si, carries -0.014


(3)
A cluster of 6 separate species, C12H30N6O6 in total, computed with wB97M-V/def2-TZVPD.

Element x y z (Å)
C: 4.386 5.703 14.127
C: 5.584 6.105 13.237
N: 6.809 5.674 13.718
O: 5.412 6.597 12.094
H: 4.406 6.397 14.994
H: 4.427 4.631 14.341
H: 3.540 5.967 13.490
H: 7.634 5.907 13.173
H: 6.956 5.859 14.714
C: 10.001 8.927 13.261
C: 8.488 8.588 13.047
N: 8.202 8.259 11.764
O: 7.685 8.689 13.954
H: 10.793 8.709 12.510
H: 10.463 8.430 14.139
H: 10.079 9.934 13.608
H: 7.358 7.772 11.470
H: 8.990 8.102 11.107
C: 9.596 7.567 16.875
C: 8.258 7.081 17.410
N: 7.206 7.190 16.561
O: 8.202 6.718 18.582
H: 10.297 7.709 17.677
H: 9.481 8.429 16.221
H: 10.070 6.868 16.160
H: 7.369 7.841 15.774
H: 6.281 7.177 16.996
C: 7.773 7.693 6.214
C: 6.699 7.554 7.344
N: 7.208 7.618 8.579
O: 5.526 7.413 7.145
H: 8.206 6.698 6.076
H: 8.612 8.323 6.541
H: 7.432 8.082 5.274
H: 6.526 7.357 9.256
H: 8.194 7.768 8.750
C: 11.779 6.529 8.383
C: 11.072 7.853 8.706
N: 11.754 9.059 8.382
O: 10.025 7.886 9.301
H: 12.313 6.777 7.460
H: 11.107 5.667 8.274
H: 12.587 6.424 9.102
H: 11.320 9.942 8.147
H: 12.719 8.978 8.115
C: 9.932 11.343 10.271
C: 8.992 10.888 9.101
N: 7.774 10.495 9.493
O: 9.344 11.018 7.955
H: 10.718 12.064 10.057
H: 10.389 10.449 10.637
H: 9.391 11.655 11.169
H: 7.149 10.206 8.739
H: 7.602 10.196 10.462

## Properties
- Multiplicity: 1
- Highest occupied orbital energy: -9.52 eV
- SMILES: CC(N)=O.CC(N)=O.CC(N)=O.CC(N)=O.CC(N)=O.CC(N)=O
- Net charge: 0
- E_tot: -1255.33548 a.u.
- Energy relative to the best compared isomer or geometry (same formula, charge and spin): 11.8 kcal per mole

Atom charges from the Mulliken analysis, given in e for atoms 1 to 2: number 1, C, carries -1.009; number 2, C, carries 0.699